No. 1
DFT (wB97M-V/def2-TZVPD) results for the ion ClO5S2 with charge -1 at a distorted geometry.

Last column: natural (NBO) charge in e.
Element x y z (Å)
1 O 0.615 -0.426 -1.729  -0.951
2 S -0.363 0.433 -1.020  2.285
3 O -1.725 0.159 -1.195  -0.960
4 O 0.033 1.744 -0.715  -0.940
5 S -0.021 -0.474 0.875  1.739
6 O -0.041 -1.886 0.905  -0.907
7 O -0.470 0.215 2.100  -0.923
8 Cl 1.971 0.236 0.778  -0.343

Forces on atoms 1 to 6 (eV/Å):
-1.9 1.6 0.5
3.2 -2.8 -1.7
-2.8 -0.4 -0.8
0.2 2.3 -0.1
0.7 2.3 4.0
0.0 -1.5 -0.4

Results
E_HOMO (eV): -6.5
SMILES: O=S(=O)([O-])S(=O)(=O)Cl
Total charge: -1
DFT total energy (Ha): -1632.8386
Relative energy (zero: lowest compared OMol25 entry of this formula, charge and spin) (kJ/mol): 8.0

=====

No. 2
DFT (wB97M-V/def2-TZVPD) results for an isolated molecule of C4H7NO2S at a distorted geometry.

Last column: natural (NBO) charge in e.
Element x y z (Å)
1 S 1.799 1.946 1.682  -0.166
2 C 0.784 1.009 0.724  0.122
3 C 0.624 -0.471 0.948  -0.539
4 C 0.396 -1.379 -0.240  -0.074
5 O -0.954 -1.323 -0.678  -0.533
6 C -1.452 -0.043 -0.855  0.205
7 O -0.482 0.856 -1.329  -0.368
8 N 0.095 1.586 -0.278  -0.301
9 H 1.582 -0.761 1.467  0.266
10 H -0.179 -0.614 1.685  0.246
11 H 1.111 -1.078 -0.998  0.180
12 H 0.587 -2.444 -0.028  0.211
13 H -1.966 0.306 0.109  0.153
14 H -2.234 -0.103 -1.602  0.186
15 H 0.289 2.511 -0.607  0.411

Forces on atoms 1 to 6 (eV/Å):
-0.9 -0.6 -0.6
0.9 0.9 -0.1
1.1 -0.6 1.5
-0.1 0.0 0.2
0.4 -0.5 -0.5
-1.3 0.2 1.2

Results
E_HOMO (eV): -8.6
SMILES: S=C1CCOCON1
DFT total energy (Ha): -759.9534
Relative energy (zero: lowest compared OMol25 entry of this formula, charge and spin) (kJ/mol): 323.4

=====

No. 3
DFT (wB97M-V/def2-TZVPD) results for a structure of composition C10H17CaNO2 at a distorted geometry.

Last column: natural (NBO) charge in e.
Element x y z (Å)
1 C 0.454 -1.626 -2.092  -0.198
2 C 0.498 1.547 -0.603  -0.179
3 C -0.870 -1.267 -2.443  -0.171
4 H 0.532 -2.703 -1.790  0.191
5 C -0.822 1.491 -0.279  -0.229
6 H 1.181 2.184 -0.009  0.236
7 H -1.578 -2.012 -2.879  0.204
8 H -1.118 2.178 0.556  0.200
9 C -1.518 0.056 -2.310  -0.468
10 H -2.567 -0.120 -2.677  0.212
11 H -1.081 0.869 -2.862  0.225
12 C 1.453 -0.785 -1.465  -0.452
13 H 2.527 -0.999 -1.758  0.223
14 H 1.481 -0.980 -0.347  0.219
15 C 1.262 0.802 -1.659  -0.457
16 H 0.841 0.949 -2.673  0.213
17 H 2.302 1.212 -1.642  0.222
18 C -1.878 0.577 -0.867  -0.438
19 H -2.729 1.241 -0.894  0.209
20 H -2.158 -0.231 -0.139  0.227
21 Ca 0.644 -2.646 2.120  1.617
22 H -1.006 -1.951 1.731  -0.670
23 N -0.667 -0.300 2.724  -0.906
24 C 0.451 0.505 3.220  -0.348
25 C 1.713 0.299 2.349  0.781
26 O 2.298 1.233 1.799  -0.636
27 O 2.014 -0.997 2.185  -0.994
28 H -1.084 0.165 1.922  0.390
29 H -1.430 -0.523 3.387  0.379
30 H 0.158 1.571 3.126  0.194
31 H 0.695 0.261 4.268  0.202

Forces on atoms 1 to 6 (eV/Å):
-4.8 -1.1 0.3
-0.9 0.3 0.7
3.2 -1.5 0.4
0.3 0.6 -1.3
1.9 0.0 0.5
-0.9 -0.2 -0.3

Results
E_HOMO (eV): -7.1
DFT total energy (Ha): -1273.9482
Relative energy (zero: lowest compared OMol25 entry of this formula, charge and spin) (kJ/mol): 100.1

=====

No. 4
DFT (wB97M-V/def2-TZVPD) results for an isolated molecule of C20H16N2O3 at a distorted geometry.

Last column: natural (NBO) charge in e.
Element x y z (Å)
1 C -2.544 -2.566 0.114  -0.402
2 N -1.923 -1.258 -0.004  -0.405
3 C -1.750 -0.565 1.192  0.155
4 C -2.175 -1.111 2.423  -0.262
5 C -2.063 -0.375 3.599  -0.184
6 C -1.535 0.923 3.571  -0.242
7 C -1.109 1.472 2.362  -0.179
8 C -1.170 0.719 1.194  -0.035
9 C -0.718 1.344 -0.088  0.053
10 O 0.649 1.756 -0.081  -0.520
11 C 1.743 0.940 0.020  0.382
12 C 1.710 -0.467 0.067  -0.271
13 C 2.917 -1.187 0.091  -0.198
14 C 4.137 -0.513 0.084  -0.201
15 C 4.154 0.896 0.069  0.025
16 N 5.410 1.586 0.084  0.502
17 O 5.428 2.838 0.087  -0.375
18 O 6.464 0.906 0.097  -0.378
19 C 2.968 1.624 0.043  -0.233
20 C -1.119 0.611 -1.331  -0.115
21 C -0.995 1.271 -2.549  -0.156
22 C -1.376 0.645 -3.736  -0.243
23 C -1.919 -0.645 -3.688  -0.197
24 C -2.095 -1.294 -2.469  -0.220
25 C -1.718 -0.668 -1.254  0.176
26 H -2.568 -3.073 -0.846  0.216
27 H -1.964 -3.183 0.814  0.206
28 H -3.571 -2.469 0.498  0.200
29 H -2.614 -2.108 2.467  0.218
30 H -2.382 -0.812 4.547  0.219
31 H -1.471 1.510 4.483  0.218
32 H -0.732 2.494 2.303  0.221
33 H -1.223 2.326 -0.141  0.207
34 H 0.760 -0.996 0.081  0.227
35 H 2.910 -2.278 0.113  0.225
36 H 5.089 -1.032 0.097  0.248
37 H 2.991 2.714 0.028  0.258
38 H -0.596 2.288 -2.554  0.222
39 H -1.264 1.166 -4.683  0.218
40 H -2.193 -1.144 -4.621  0.218
41 H -2.542 -2.288 -2.481  0.204

Forces on atoms 1 to 6 (eV/Å):
0.0 -0.1 0.0
0.0 -0.6 0.0
0.2 0.5 0.4
-0.1 0.0 0.0
0.3 0.3 -0.2
-0.1 0.0 0.0

Results
E_HOMO (eV): -7.9
SMILES: CN1c2ccccc2C(Oc2cccc([N+](=O)[O-])c2)c2ccccc21
DFT total energy (Ha): -1106.8743
Relative energy (zero: lowest compared OMol25 entry of this formula, charge and spin) (kJ/mol): 290.2

=====

No. 5
DFT (wB97M-V/def2-TZVPD) results for a cluster of 3 separate species, C3H13N2O in total at a distorted geometry.

Last column: natural (NBO) charge in e.
Element x y z (Å)
1 C 1.440 -0.275 -1.437  -0.261
2 C 0.464 -1.394 -1.075  -0.389
3 C -1.036 -0.876 -1.132  -0.277
4 N -1.491 -0.619 0.151  -0.405
5 N 1.198 0.932 -0.671  -0.560
6 H 1.249 -0.033 -2.481  0.236
7 H 2.446 -0.644 -1.202  0.268
8 H 0.660 -1.757 -0.071  0.242
9 H 0.591 -2.177 -1.822  0.265
10 H -0.986 0.015 -1.794  0.307
11 H -1.727 -1.572 -1.614  0.259
12 H -0.811 -0.216 0.861  0.433
13 H -2.347 -1.012 0.527  0.417
14 H 2.043 1.502 -0.640  0.399
15 H -1.244 2.865 3.600  -0.024
16 H 0.776 0.939 0.290  0.438
17 H -0.105 0.667 2.570  0.495
18 H -1.171 3.016 4.325  0.024
19 O 0.050 0.639 1.614  -0.868

Forces on atoms 1 to 6 (eV/Å):
-1.6 -0.5 0.9
0.8 1.0 -0.2
-0.7 -0.9 0.4
0.4 -0.4 -0.2
0.8 -0.3 0.4
0.9 0.0 -0.3

Results
E_HOMO (eV): -14.2
Total charge: +1
DFT total energy (Ha): -306.3348
Relative energy (zero: lowest compared OMol25 entry of this formula, charge and spin) (kJ/mol): 790.0

=====

No. 6
DFT (wB97M-V/def2-TZVPD) results for an isolated molecule of C2H6BrO2P at a distorted geometry.

Last column: natural (NBO) charge in e.
Element x y z (Å)
1 C -1.995 -0.720 0.719  -0.257
2 O -0.630 -0.331 0.572  -0.808
3 P -0.024 -0.035 -0.876  1.921
4 C 1.756 -0.350 -0.856  -1.010
5 O -0.470 1.461 -1.487  -1.018
6 Br -0.760 -1.659 -2.168  -0.227
7 H -2.155 -1.710 0.302  0.193
8 H -2.569 0.029 0.236  0.202
9 H -2.317 -0.771 1.798  0.205
10 H 1.919 -1.357 -1.031  0.249
11 H 2.066 0.214 -1.740  0.272
12 H 2.389 -0.027 0.112  0.277

Forces on atoms 1 to 6 (eV/Å):
-0.4 -0.4 1.3
1.0 -0.5 -0.1
-2.1 6.7 -2.0
0.8 2.6 2.1
2.0 -6.7 2.7
0.0 0.0 0.0

Results
E_HOMO (eV): -9.9
SMILES: CO[P@](C)(=O)Br
DFT total energy (Ha): -3145.6807
Relative energy (zero: lowest compared OMol25 entry of this formula, charge and spin) (kJ/mol): 68.5

=====

No. 7
DFT (wB97M-V/def2-TZVPD) results for a structure of composition C5H11NO2S at a distorted geometry.

Last column: natural (NBO) charge in e.
Element x y z (Å)
1 C 2.495 -0.984 -0.116  0.748
2 C -0.785 1.037 0.598  -0.403
3 C 0.030 -0.051 -1.390  -0.431
4 C -0.583 -1.356 0.547  -0.434
5 C 1.397 -0.001 0.565  -0.069
6 N 0.018 -0.087 0.082  -0.282
7 O 2.046 -2.125 -0.183  -0.734
8 O 3.549 -0.473 -0.425  -0.678
9 S 2.148 2.139 0.045  -0.280
10 H -0.759 1.042 1.686  0.225
11 H -0.365 1.975 0.242  0.248
12 H -1.817 0.939 0.263  0.218
13 H 0.563 -0.923 -1.764  0.259
14 H -0.985 -0.043 -1.779  0.212
15 H 0.560 0.847 -1.709  0.256
16 H -1.554 -1.497 0.074  0.213
17 H 0.096 -2.172 0.285  0.300
18 H -0.710 -1.330 1.628  0.216
19 H 1.444 0.009 1.651  0.210
20 H 3.245 1.466 -0.294  0.205

Forces on atoms 1 to 6 (eV/Å):
-1.0 0.8 0.5
-0.4 0.7 0.3
0.1 0.0 -1.1
-0.3 -1.1 0.3
2.6 3.0 -0.6
-0.1 0.1 -0.1

Results
E_HOMO (eV): -9.0
DFT total energy (Ha): -800.4530
Relative energy (zero: lowest compared OMol25 entry of this formula, charge and spin) (kJ/mol): 274.9

=====

No. 8
DFT (wB97M-V/def2-TZVPD) results for a structure of composition C8H9N3 at a distorted geometry.

Last column: natural (NBO) charge in e.
Element x y z (Å)
1 C 0.549 3.018 -0.550  -0.259
2 C 0.717 1.779 -0.003  -0.201
3 C -0.368 3.217 -1.583  0.032
4 C -0.097 0.741 -0.526  -0.077
5 C -1.065 1.128 -1.404  0.181
6 C -0.607 -1.118 -0.456  0.192
7 C -1.151 -1.360 0.960  -0.626
8 C 0.522 -2.119 -0.853  -0.615
9 N -1.209 2.273 -2.004  -0.378
10 N -1.950 0.074 -1.840  -0.088
11 N -1.656 -0.999 -1.345  -0.150
12 H 1.131 3.857 -0.030  0.229
13 H 1.447 1.472 0.764  0.222
14 H -0.412 4.178 -2.120  0.200
15 H -0.350 -1.016 1.590  0.223
16 H -1.426 -2.430 1.044  0.221
17 H -2.070 -0.740 1.031  0.228
18 H 0.052 -3.125 -0.799  0.223
19 H 1.265 -2.087 -0.093  0.218
20 H 0.889 -1.856 -1.798  0.225

Forces on atoms 1 to 6 (eV/Å):
1.1 2.0 1.3
-0.3 -3.2 0.2
-0.1 0.7 -0.4
-0.5 -2.0 0.5
0.2 -1.3 -0.4
2.7 3.0 1.4

Results
E_HOMO (eV): -8.9
DFT total energy (Ha): -474.4108
Relative energy (zero: lowest compared OMol25 entry of this formula, charge and spin) (kJ/mol): 273.5